*a*
{
  "formula": "C4H7NO",
  "method": "ωB97M-V with the def2-TZVPD basis set",
  "gap_ev": 10.60,
  "charge": 0,
  "smiles": "C1=NCCCO1",
  "e_homo_ev": -9.6,
  "species": ["C", "C", "O", "C", "N", "C", "H", "H", "H", "H", "H", "H", "H"],
  "positions_angstrom": [[0.2225, 1.0077, -0.3170], [0.8588, -0.2554, -0.8866], [1.1325, -1.1791, 0.1704], [0.1263, -1.2918, 1.0730], [-0.9296, -0.6052, 1.1729], [-1.1059, 0.5259, 0.2663], [0.8240, 1.4662, 0.4804], [0.0838, 1.7590, -1.1003], [0.1541, -0.7019, -1.5961], [1.7653, -0.1638, -1.4770], [0.3276, -2.1053, 1.7693], [-1.6295, 1.3120, 0.8168], [-1.7669, 0.2126, -0.5523]]
}


*b*
{
  "formula": "C4H7NO",
  "method": "ωB97M-V with the def2-TZVPD basis set",
  "gap_ev": 9.51,
  "charge": 0,
  "smiles": "O=CCN1CC1",
  "e_homo_ev": -8.6,
  "species": ["O", "C", "C", "N", "C", "C", "H", "H", "H", "H", "H", "H", "H"],
  "positions_angstrom": [[-2.9596, -0.4157, 1.0942], [-1.7670, -0.4833, 0.9402], [-0.8288, 0.6660, 0.5731], [0.2716, 0.1334, -0.1407], [0.8745, -0.0169, -1.3932], [1.6170, -0.2345, -0.0821], [-1.2222, -1.4469, 1.0110], [-0.5102, 1.1759, 1.4954], [-1.3863, 1.3992, -0.0184], [1.1481, 0.8584, -1.9954], [0.5468, -0.8918, -1.9572], [1.8553, -1.2456, 0.2472], [2.3608, 0.5018, 0.2258]]
}


*c*
{
  "formula": "C4H7NO",
  "method": "ωB97M-V with the def2-TZVPD basis set",
  "gap_ev": 10.76,
  "charge": 0,
  "smiles": "O=CCN1CC1",
  "e_homo_ev": -9.7,
  "species": ["O", "C", "C", "N", "C", "C", "H", "H", "H", "H", "H", "H", "H"],
  "positions_angstrom": [[-2.7054, -0.6608, 1.3857], [-1.5365, -0.5928, 1.0970], [-0.9902, 0.3322, 0.0346], [0.4027, 0.6686, 0.2526], [1.1791, 0.6825, -0.9688], [1.3832, -0.3863, 0.0380], [-0.7835, -1.2490, 1.5813], [-1.5881, 1.2491, 0.0170], [-1.1271, -0.1671, -0.9455], [1.8672, 1.5072, -1.1204], [0.6257, 0.3721, -1.8570], [1.0461, -1.3864, -0.2392], [2.2266, -0.3693, 0.7247]]
}


*d*
{
  "formula": "C4H7NO",
  "method": "ωB97M-V with the def2-TZVPD basis set",
  "gap_ev": 10.67,
  "charge": 0,
  "smiles": "C1OC[C@H]2N[C@@H]12",
  "e_homo_ev": -9.6,
  "species": ["C", "C", "C", "C", "H", "H", "H", "H", "H", "H", "H", "N", "O"],
  "positions_angstrom": [[0.8219, -1.0592, -0.0244], [0.7534, 1.1837, -0.0560], [-0.6718, 0.6500, 0.1886], [-0.6757, -0.8253, 0.1606], [1.0234, -1.8958, -0.5370], [1.2842, -1.1636, 0.9130], [1.2083, 1.1867, 1.0510], [0.6889, 2.0765, -0.7419], [-1.2734, 1.1187, 0.9738], [-2.0685, 0.2685, -0.9348], [-1.1280, -1.3397, 0.9599], [-1.1190, -0.1145, -1.0677], [1.1563, -0.0860, -0.8851]]
}


Which structure is the most stable? The one labeled *a*.


*a*
{
  "formula": "C4H7NO",
  "method": "ωB97M-V with the def2-TZVPD basis set",
  "gap_ev": 10.10,
  "charge": 0,
  "smiles": "C=C/N=C(/C)O",
  "e_homo_ev": -9.2,
  "species": ["C", "C", "O", "N", "C", "C", "H", "H", "H", "H", "H", "H", "H"],
  "positions_angstrom": [[-0.3280, -1.9264, 1.1527], [0.1328, -0.6886, 0.4494], [1.0108, 0.0342, 1.1773], [-0.2769, -0.3939, -0.7181], [-0.2619, 2.0143, -1.0414], [0.1675, 0.7836, -1.3360], [0.5178, -2.5950, 1.3404], [-0.7721, -1.6736, 2.1206], [-1.0645, -2.4315, 0.5278], [-0.9912, 2.1833, -0.2521], [0.0488, 2.8683, -1.6342], [1.2180, 0.8377, 0.6667], [0.8723, 0.6246, -2.1536]]
}


*b*
{
  "formula": "C4H7NO",
  "method": "ωB97M-V with the def2-TZVPD basis set",
  "gap_ev": 11.46,
  "charge": 0,
  "smiles": "C=CCC#N.O",
  "e_homo_ev": -10.8,
  "species": ["O", "C", "C", "C", "C", "N", "H", "H", "H", "H", "H", "H", "H"],
  "positions_angstrom": [[-1.3831, -1.6904, 1.9118], [-0.1935, -0.9630, -0.7454], [-0.2461, 0.3624, -0.6687], [0.7334, 1.1790, 0.1434], [1.7534, 1.7691, -0.7357], [2.5363, 2.2111, -1.4624], [-1.9824, -2.3161, 1.4888], [-0.8961, -1.5239, -1.3540], [0.5508, -1.5383, -0.2010], [-1.3388, -0.9583, 1.2816], [-0.9901, 0.9237, -1.2294], [1.2294, 0.5535, 0.8940], [0.2268, 1.9912, 0.6769]]
}


*c*
{
  "formula": "C4H7NO",
  "method": "ωB97M-V with the def2-TZVPD basis set",
  "gap_ev": 10.03,
  "charge": 0,
  "smiles": "C[C@H]1CN1C=O",
  "e_homo_ev": -9.5,
  "species": ["C", "C", "C", "N", "C", "O", "H", "H", "H", "H", "H", "H", "H"],
  "positions_angstrom": [[-1.4484, -0.0427, 0.5024], [-0.4294, -0.8572, -0.2199], [0.6893, -0.4696, -1.0310], [1.1834, -0.3752, 0.3466], [1.4699, 1.0166, 0.5371], [1.1097, 1.9322, -0.1785], [-1.4916, -0.4662, 1.5123], [-2.4608, -0.1286, 0.0876], [-1.1388, 0.9988, 0.5561], [-0.7578, -1.9020, -0.3670], [1.1814, -1.2805, -1.5559], [0.6524, 0.4960, -1.5104], [2.1959, 1.2285, 1.3452]]
}


Which structure is the most stable? The one labeled *a*.


*a*
{
  "formula": "C4H7NO",
  "method": "ωB97M-V with the def2-TZVPD basis set",
  "gap_ev": 10.66,
  "charge": 0,
  "smiles": "C[C@@]1(C=O)CN1",
  "e_homo_ev": -9.8,
  "species": ["C", "C", "C", "N", "C", "O", "H", "H", "H", "H", "H", "H", "H"],
  "positions_angstrom": [[1.4280, -0.5825, 0.0416], [0.0112, -0.0435, 0.0027], [-0.3378, 1.4044, -0.0205], [-0.3354, 0.6415, -1.2535], [-1.0558, -0.9335, 0.5807], [-2.1509, -0.5507, 0.9241], [1.6600, -1.0405, -0.9254], [2.1578, 0.2122, 0.2226], [1.5510, -1.3396, 0.8249], [-1.3048, 1.6776, 0.3966], [0.4507, 2.1473, 0.0777], [-1.2857, 0.4150, -1.5352], [-0.7883, -2.0077, 0.6637]]
}


*b*
{
  "formula": "C4H7NO",
  "method": "ωB97M-V with the def2-TZVPD basis set",
  "gap_ev": 10.77,
  "charge": 0,
  "smiles": "C[C@H]1COC=N1",
  "e_homo_ev": -9.7,
  "species": ["C", "C", "C", "O", "C", "N", "H", "H", "H", "H", "H", "H", "H"],
  "positions_angstrom": [[-1.4818, -0.5995, 0.2099], [-0.2296, -0.1496, -0.5100], [0.2668, 1.1224, 0.1356], [1.7469, 0.9660, 0.0987], [1.8946, -0.3815, -0.0714], [0.8875, -1.0864, -0.3793], [-1.7260, -1.6011, -0.1333], [-2.3244, 0.0796, 0.0239], [-1.2930, -0.6112, 1.2901], [-0.4304, -0.0262, -1.5863], [0.0399, 1.1443, 1.2033], [-0.2343, 1.9913, -0.3268], [2.8811, -0.8302, 0.0568]]
}


*c*
{
  "formula": "C4H7NO",
  "method": "ωB97M-V with the def2-TZVPD basis set",
  "gap_ev": 9.26,
  "charge": 0,
  "e_homo_ev": -9.1,
  "species": ["C", "N", "C", "C", "C", "O", "H", "H", "H", "H", "H", "H", "H"],
  "positions_angstrom": [[0.3335, -0.5485, 2.0840], [0.3939, 0.1918, 0.2658], [0.6929, 0.8112, -1.1388], [-0.6475, 0.1922, -1.5938], [-0.7340, -0.3361, -0.1551], [-1.4623, -1.0179, 0.5470], [0.7159, 0.3543, 2.5134], [-0.5882, -0.9034, 2.5984], [1.0228, -1.3693, 1.9289], [1.5739, 0.4125, -1.6569], [0.7252, 1.9074, -1.1776], [-1.4407, 0.8987, -1.8600], [-0.5853, -0.5927, -2.3553]]
}


Which structure is the most stable? The one labeled *b*.


*a*
{
  "formula": "C4H7NO",
  "method": "ωB97M-V with the def2-TZVPD basis set",
  "gap_ev": 9.43,
  "charge": 0,
  "e_homo_ev": -8.9,
  "species": ["C", "C", "C", "N", "C", "O", "H", "H", "H", "H", "H", "H", "H"],
  "positions_angstrom": [[1.2131, 0.2553, 0.8925], [0.3634, -0.2730, -0.9665], [-0.7765, -1.0133, -0.2977], [-1.0683, 0.2667, 0.3851], [-0.3538, 0.9762, -0.6606], [-0.3350, 2.1244, -1.0177], [2.0302, 0.8272, 0.5032], [0.7447, 0.8212, 1.7489], [1.3984, -0.7574, 1.2279], [0.8871, -0.5652, -1.9035], [-0.4664, -1.8749, 0.3065], [-1.6494, -1.2878, -0.9053], [-1.9876, 0.5008, 0.6871]]
}


*b*
{
  "formula": "C4H7NO",
  "method": "ωB97M-V with the def2-TZVPD basis set",
  "gap_ev": 11.40,
  "charge": 0,
  "e_homo_ev": -10.6,
  "species": ["C", "O", "C", "C", "C", "N", "H", "H", "H", "H", "H", "H", "H"],
  "positions_angstrom": [[1.9371, 0.1978, 0.1233], [0.6624, -0.2003, 0.6161], [-0.3669, -0.0394, -0.2244], [-1.5453, -0.8760, 0.2114], [-0.4367, 1.8438, -0.5187], [-1.4387, 1.6537, 0.0920], [1.8863, 1.2297, -0.2391], [2.2513, -0.4676, -0.6896], [2.6302, 0.1125, 0.9602], [-0.1214, -0.1664, -1.2807], [-1.2450, -1.9254, 0.1093], [-1.7959, -0.6783, 1.2539], [-2.4174, -0.6842, -0.4137]]
}


Which structure is the most stable? The one labeled *b*.